Entry 1:
Computed, not measured: a structure of composition C10H30Cu3O18S2, with ωB97M-V with the def2-TZVPD basis set.

Results
energy relative to the best compared isomer or geometry (same formula, charge and spin) = 0.000 eV
net charge = +2
spin multiplicity = 4
HOMO level (spin up / spin down) = -14.970 / -14.969 eV
expectation value of S² = 3.77
orbital gap (spin up / spin down) = 9.19 / 4.55 eV

XYZ file:
```
63
Properties=species:S:1:pos:R:3:forces:R:3
Cu 15.70158 16.68507 -14.56426 1.4814 0.4939 0.3359
Cu 18.23829 17.40399 -10.23198 -0.6301 -0.0323 -0.8764
Cu 18.52463 13.50894 -13.53432 -0.2591 0.3645 0.3491
S 16.47387 14.80137 -11.56065 1.0523 -0.0832 -1.6292
S 18.75223 16.94030 -13.62393 -1.3418 -1.3923 0.2978
O 15.25552 14.25657 -10.89461 -0.1073 0.3839 0.3198
O 18.67133 15.49360 -13.86992 0.9656 -0.1688 -0.5448
O 19.06299 17.20384 -12.22952 0.7189 0.4988 0.0638
O 14.70607 17.57327 -16.24902 0.0792 -0.7328 0.2713
O 18.65914 20.42220 -13.50706 -0.1024 0.1287 -0.5141
O 19.68867 15.87719 -16.67139 -0.6448 -0.2651 -0.8241
O 17.06928 15.67224 -10.54379 -0.4417 0.0558 0.6725
O 14.44063 17.87839 -12.93914 -0.0445 -0.1524 -1.4053
O 22.30446 17.71968 -14.45050 -1.3980 -0.2375 -1.1726
O 19.80781 19.53250 -16.34106 -0.2903 0.4317 0.6665
O 17.44035 17.50435 -13.99898 -0.9626 1.0308 -0.2088
O 16.88917 16.02164 -16.25452 -0.2984 -0.0185 0.9576
O 17.37054 13.68099 -11.86206 -0.2016 -0.1351 -0.0633
O 19.72345 17.55844 -14.56126 0.9247 -0.0706 0.7124
O 16.17424 15.56047 -12.78368 -0.8231 -0.6473 0.6005
O 22.30580 15.08677 -17.82129 -0.0044 0.4440 0.1587
O 16.73726 18.70967 -11.26717 -0.1488 0.1345 -0.2125
O 22.89306 14.87649 -14.63091 0.8032 1.0495 0.1347
C 22.86534 16.99892 -13.49905 1.7824 0.8641 0.9684
C 15.32856 17.27235 -17.52554 0.9640 0.8588 -0.3526
C 16.79661 17.01646 -17.25988 -0.4535 0.4972 -1.0108
C 21.10329 15.24568 -18.56574 -0.6554 -0.7032 0.3099
C 20.19362 16.28980 -17.96440 1.3122 1.1985 0.5976
C 15.37526 19.14836 -11.05835 0.8254 -0.3331 0.5609
C 19.87295 20.81395 -15.64186 0.6931 -0.7435 -1.2485
C 18.64204 21.04842 -14.81116 -0.5537 0.7195 0.3928
C 22.43567 15.47593 -13.49726 -1.4401 -1.4093 0.4672
C 14.35696 18.14187 -11.54207 0.7254 0.1858 0.8840
H 15.30137 18.19101 -18.11640 -0.2200 -0.1825 -0.1515
H 15.28049 20.16165 -11.45655 -0.2485 -0.1179 -0.0161
H 19.47510 16.67647 -18.69626 -0.4838 -0.5486 0.3583
H 17.28578 17.97016 -17.03563 0.1683 -0.2433 0.6383
H 17.73502 20.77381 -15.37469 0.3697 -0.6182 0.0044
H 17.84930 15.81212 -16.10916 -0.2736 0.0304 -0.1074
H 14.00446 18.22162 -16.36964 -0.1206 -0.1390 0.1276
H 15.25869 19.16247 -9.97084 -0.1183 0.3702 -0.0973
H 20.59515 14.27819 -18.50822 0.1147 0.0120 -0.0377
H 19.62386 18.88695 -15.63421 0.0768 0.2832 -0.6427
H 14.89203 16.45943 -18.10390 -0.5231 -0.0977 0.5824
H 19.83626 16.59541 -16.04038 0.0214 -0.0593 -0.1204
H 20.85314 20.83314 -15.14511 -0.4848 0.1448 0.7036
H 13.38554 18.51051 -11.20768 -0.2710 -0.1702 -0.4948
H 21.32817 15.44640 -13.46939 0.0684 0.6417 -0.1422
H 23.95056 17.03505 -13.60972 0.0517 -0.0917 -0.0611
H 17.02756 19.01019 -12.14489 0.1327 -0.1252 0.1969
H 22.63385 17.39404 -12.49092 -0.4513 -0.6148 0.1942
H 17.24054 16.67635 -18.19823 0.0214 -0.2587 0.1225
H 21.27104 15.44051 -19.62809 0.2140 0.2006 0.0881
H 22.75548 14.95331 -12.59750 0.4469 -0.0078 -0.1336
H 18.44118 22.11865 -14.67591 0.5945 -0.0886 0.4281
H 22.86320 15.55595 -15.33917 -0.3847 -0.9257 -0.4368
H 19.24341 19.65736 -13.54723 -0.0020 0.1018 -0.0349
H 21.28020 17.59690 -14.43220 0.3992 0.6699 0.0991
H 22.77781 15.92911 -17.85856 0.1064 -0.1465 -0.2725
H 20.00428 21.57422 -16.41577 -0.4837 -0.0526 -0.0181
H 14.55216 17.21133 -11.01289 -0.0755 -0.1698 -0.2615
H 20.81287 17.17707 -17.74031 -0.0692 -0.0837 -0.3186
H 14.04959 18.61755 -13.41892 -0.1025 0.0721 0.1452
```
Positions in Å, forces in eV/Å.

Entry 2:
Computed, not measured: a structure of composition C36H90N6Na3O16P, with ωB97M-V with the def2-TZVPD basis set.

Results
energy relative to the best compared isomer or geometry (same formula, charge and spin) = 2.637 eV
net charge = 0
spin multiplicity = 1
HOMO level = -8.112 eV
orbital gap = 8.24 eV

XYZ file:
```
152
Properties=species:S:1:pos:R:3:forces:R:3
P -28.92533 -21.80730 -9.85083 -1.0814 0.9603 0.6020
Na -28.00518 -23.36926 -7.89002 -0.0775 -0.1926 0.2915
Na -31.47126 -21.23702 -9.99852 -0.1356 0.0448 -0.0506
Na -26.92334 -21.07360 -11.95564 0.1233 -0.0502 -0.1529
O -27.43107 -22.16629 -9.80559 0.0193 0.2569 -0.2686
O -32.97853 -23.18208 -14.07003 -0.2711 0.4595 0.0666
O -25.64210 -19.11595 -12.87215 -0.6814 -0.1793 0.2058
O -32.84857 -26.66640 -12.79998 0.3977 0.7291 -0.1909
O -32.66286 -18.71443 -5.49223 0.3081 -0.3718 0.4714
O -29.77387 -23.07238 -9.56567 0.0307 0.2528 0.0915
O -29.27821 -20.74301 -8.78142 0.2268 -0.5640 0.5715
O -27.05660 -22.73517 -13.91939 -0.8002 0.1565 0.1985
O -24.48809 -19.69455 -8.83230 0.1313 -0.3255 0.1980
O -26.07010 -19.91161 -4.02840 -0.0554 -0.4910 -0.0847
O -27.63541 -27.89615 -10.70761 -0.1371 -0.1035 -0.3545
O -22.31924 -24.79027 -10.54372 -0.2702 -0.6782 -0.3453
O -30.03965 -19.32173 -15.68755 0.2223 0.1424 -0.0293
O -29.64705 -24.18027 -6.00095 0.4863 0.4018 -0.7549
O -32.42811 -17.48815 -11.26870 0.1588 0.1211 -0.3883
O -29.44935 -21.16438 -11.14320 0.5063 -0.7075 -1.0385
N -28.64465 -19.24952 -12.78297 0.0674 0.2724 0.5813
N -29.35306 -25.50877 -8.52786 0.2372 -0.1926 -1.2044
N -27.43251 -20.64646 -6.74949 0.3784 0.0831 1.3158
N -32.04595 -23.95854 -11.14548 -0.3100 -0.8983 -0.0716
N -31.17091 -18.80435 -8.85897 0.2164 0.3223 -0.2166
N -25.66661 -23.59982 -11.39363 0.7268 0.0893 -0.3985
C -32.82520 -23.92621 -15.23914 -0.2062 -0.9344 -0.2837
C -27.45000 -19.90239 -4.33877 -0.2283 0.9130 -0.1806
C -31.39781 -18.25763 -7.51658 0.4916 -1.2837 -0.0415
C -32.22325 -19.24591 -6.71159 -0.8192 -0.2907 -0.9179
C -25.99395 -20.61751 -7.08967 -1.4147 0.0129 -1.6222
C -30.38263 -25.87664 -7.57148 0.0785 -0.1923 -0.0813
C -21.11080 -25.02933 -11.20787 0.8440 0.1580 0.0527
C -32.81747 -25.21231 -10.88848 0.2975 1.2629 -0.4483
C -31.77271 -22.91609 -13.39876 0.5114 0.4776 0.2567
C -25.81096 -19.71823 -8.31233 0.5533 1.2199 0.2383
C -30.71305 -20.28734 -16.45083 0.2780 -0.6645 0.5102
C -29.65366 -18.46274 -13.47681 0.1214 0.7379 0.4450
C -33.57807 -25.66005 -12.10927 -1.0237 -0.7756 0.1809
C -23.36070 -24.46542 -11.43785 0.0112 1.0361 -0.2212
C -24.13378 -20.88106 -9.51111 -0.1106 0.2673 -0.4734
C -30.56668 -19.24468 -14.37644 -0.3466 0.3028 -0.2092
C -31.67791 -16.83558 -10.27799 0.2270 0.7120 0.4298
C -27.76894 -26.86069 -9.76407 -0.3118 -0.2044 -0.2268
C -27.75618 -19.59429 -5.79836 -0.4666 -0.0923 0.2700
C -29.86457 -22.84998 -5.55842 -0.2457 0.1661 -0.0173
C -33.53013 -27.14746 -13.91763 -0.9631 -0.5704 -0.2688
C -33.65524 -16.87458 -11.53619 -1.0855 -0.7523 -0.6451
C -27.57290 -23.62456 -12.92767 0.9207 -0.4057 0.1875
C -28.10418 -22.17675 -14.70349 0.5876 -0.0845 -0.6423
C -26.35706 -28.45508 -10.67901 0.9807 0.2665 -0.1388
C -29.20748 -26.41312 -9.71116 -0.0582 0.1228 1.4865
C -31.67695 -18.71549 -4.47796 0.1039 0.0029 0.3303
C -24.66356 -24.36604 -10.67973 -0.1122 -0.1567 0.6510
C -26.55412 -18.02004 -12.81505 -0.1019 0.2292 -0.6217
C -31.29616 -23.96682 -12.40644 0.7681 1.1018 0.0118
C -27.78128 -18.38833 -11.98728 1.3423 0.3977 -0.5702
C -26.36140 -24.38936 -12.39637 -0.9933 0.3576 0.5005
C -30.62407 -17.79867 -9.77125 -0.9932 -0.1045 -0.3171
C -30.73935 -24.64460 -6.77229 -1.0070 -0.4927 0.4230
C -24.91542 -19.13523 -14.06891 1.2805 0.0628 -0.2371
C -25.54963 -21.17164 -3.66444 -0.1056 -0.0377 0.0191
H -31.78587 -20.08356 -16.51053 -0.0352 0.0320 -0.1974
H -31.13782 -24.92578 -12.90920 -0.2832 -0.1851 0.3344
H -31.95451 -17.32329 -7.52704 0.2199 0.1781 -0.1058
H -26.54643 -19.83150 -9.11185 -0.0960 -0.6273 0.1066
H -23.04725 -20.94392 -9.56076 0.0071 -0.0164 0.1847
H -25.69238 -21.63727 -7.33359 0.4284 0.0258 0.3067
H -29.16866 -17.64182 -14.01900 0.0385 -0.3411 -0.4254
H -24.48857 -20.85111 -10.55321 -0.0921 -0.0696 0.0904
H -31.12017 -23.89563 -7.47777 0.3910 0.2713 0.0604
H -27.98575 -20.80826 -4.03922 0.3291 -0.1640 0.1045
H -28.92020 -22.39612 -5.26469 0.0626 -0.2681 0.2014
H -29.62743 -24.63743 -8.99867 -0.0669 0.1475 0.6260
H -33.54177 -24.93988 -10.12085 0.1174 -0.4260 0.2865
H -27.15156 -26.00135 -10.05035 0.2293 -0.0457 0.2320
H -33.12521 -19.49536 -7.28559 -0.0624 0.3804 0.0216
H -29.85247 -27.28316 -9.56445 -0.0248 -0.0503 -0.3325
H -30.25039 -20.37840 -17.42979 -0.0916 0.3571 -0.1208
H -30.06580 -26.70392 -6.92801 0.2356 0.1543 0.0754
H -25.05502 -25.35233 -10.38146 0.1709 -0.1474 -0.2880
H -28.10575 -20.58863 -7.52602 0.5336 -0.0728 -0.3701
H -30.34855 -18.33701 -10.67945 0.5891 -0.0082 0.1371
H -28.52442 -22.95657 -15.35047 -0.2572 0.0048 0.1879
H -20.37856 -25.28771 -10.44222 -0.0025 0.0014 -0.0538
H -23.41844 -25.12077 -12.31512 0.1349 -0.3115 0.1986
H -34.40420 -17.19700 -10.79975 0.1208 0.5441 0.2766
H -27.63057 -21.44888 -15.36252 -0.1463 0.1602 0.1038
H -33.80760 -24.29782 -15.54214 -0.0417 0.2276 0.0542
H -30.23653 -22.22222 -6.37980 -0.1180 -0.0689 0.0464
H -34.07293 -26.38480 -14.49322 0.4379 0.2226 0.0810
H -31.57934 -24.85121 -6.09060 0.0640 -0.1428 -0.0471
H -27.39947 -18.90398 -11.09730 -0.4247 0.0964 0.2026
H -31.28974 -26.25398 -8.07102 -0.1069 0.2346 0.0492
H -25.95319 -18.69879 -7.93398 -0.0683 0.0189 -0.1643
H -24.54521 -21.77112 -9.03588 0.0815 -0.0429 0.0096
H -27.31163 -18.61875 -6.05012 0.1381 -0.0760 -0.0138
H -32.16707 -18.90766 -3.52214 -0.0668 0.1175 -0.0368
H -30.56984 -21.26311 -15.95930 -0.2833 -0.0507 -0.1165
H -26.92636 -17.81271 -13.82779 0.1009 -0.0696 -0.0236
H -20.73647 -24.14300 -11.74211 -0.1807 0.0800 0.1181
H -30.31032 -23.57460 -12.12573 0.0893 -0.2164 -0.1447
H -30.41516 -18.17105 -7.03004 -0.1376 0.6285 0.1654
H -28.84044 -19.41877 -5.80081 0.0094 -0.1100 -0.2419
H -26.30451 -23.12756 -10.75284 -0.1755 -0.4399 0.0606
H -32.22754 -24.83182 -15.06014 0.1856 0.2010 -0.1210
H -31.14398 -17.76114 -4.40904 -0.0721 0.0193 -0.1039
H -24.40491 -23.90820 -9.71911 -0.1535 0.3382 -0.1650
H -25.75656 -24.60118 -13.27954 0.2722 -0.1173 0.1816
H -25.43929 -20.15469 -6.28312 0.2387 -0.4691 0.2198
H -31.88039 -21.96911 -12.85760 -0.3527 -0.1385 0.0827
H -24.57441 -20.96025 -3.23191 0.0194 -0.2655 0.1035
H -27.86468 -19.06199 -3.76517 -0.1229 -0.1500 0.0667
H -28.21268 -17.42477 -11.68393 -0.3803 -0.2344 0.2393
H -30.58143 -22.85157 -4.73045 0.0214 0.1754 0.0037
H -34.54138 -26.12015 -11.82852 0.1143 0.0755 0.2527
H -24.11152 -18.38144 -14.07219 -0.3691 0.2513 0.0346
H -30.95308 -22.68768 -14.09571 -0.1292 -0.3632 -0.2810
H -26.03172 -17.10722 -12.50826 0.0122 -0.1312 0.3962
H -34.05694 -17.27728 -12.47499 0.3793 -0.0482 0.0021
H -24.35376 -20.06849 -14.14495 -0.4403 -0.2258 0.0445
H -27.48167 -27.23032 -8.77346 0.1082 0.1619 0.0804
H -30.28319 -17.89579 -12.77040 -0.0750 -0.3171 0.1594
H -32.41955 -23.36031 -16.08487 0.2048 0.1427 0.1803
H -26.14837 -28.97390 -9.73534 -0.1282 -0.0974 -0.0391
H -29.08510 -19.88809 -12.10374 -0.2863 -0.0261 -0.3764
H -28.29938 -24.35999 -13.29229 -0.0162 0.2838 -0.5099
H -25.43691 -21.87429 -4.50084 0.0333 0.2612 -0.1767
H -30.77224 -20.24910 -13.98664 0.2045 -0.0170 0.1137
H -26.71942 -25.33453 -11.96148 0.0889 -0.1376 -0.1892
H -32.11677 -25.99294 -10.58402 -0.3516 -0.2880 0.2222
H -21.12237 -25.83930 -11.94848 -0.4272 -0.0976 0.1484
H -29.77566 -17.22865 -9.36930 0.0700 -0.1867 0.0745
H -33.86010 -24.80121 -12.73135 0.4160 -0.1127 -0.1702
H -25.57541 -27.68539 -10.79569 -0.1460 0.0569 0.1269
H -32.83151 -27.67059 -14.56642 0.0800 0.0493 0.0049
H -31.53485 -18.71995 -14.39045 0.0037 -0.1026 -0.1793
H -31.34230 -23.90934 -10.41148 0.0436 0.2203 -0.0476
H -31.74441 -20.23471 -6.63467 0.4424 0.2560 0.4589
H -30.40654 -19.50612 -8.80585 -0.2604 0.1127 0.3505
H -30.92451 -19.50264 -4.60878 -0.1202 -0.0473 -0.2044
H -23.17160 -23.45036 -11.82356 -0.0042 -0.0921 -0.1563
H -28.07002 -23.04308 -12.14635 -0.1806 -0.2245 0.0854
H -29.50218 -25.84837 -10.59796 0.0160 -0.2709 -0.1957
H -25.54299 -18.98316 -14.94958 -0.1002 -0.1306 0.0428
H -31.16771 -15.93521 -10.66138 -0.1026 -0.1484 -0.3467
H -32.34191 -16.43744 -9.49777 0.0183 -0.3329 0.1569
H -26.20796 -21.67232 -2.94508 0.1646 0.1126 0.2012
H -26.20081 -29.12332 -11.52453 -0.4099 -0.1874 0.0847
H -34.32994 -27.85523 -13.63376 0.2536 -0.0391 0.1387
H -28.86942 -21.68435 -14.10236 -0.0230 -0.0336 0.0811
H -33.63578 -15.79213 -11.68295 0.2708 0.0800 0.4115
```
Positions in Å, forces in eV/Å.

Which of these has the highest spin multiplicity?
C10H30Cu3O18S2

Which value of energy relative to the best compared isomer or geometry (same formula, charge and spin) does entry 2 give?
2.637 eV